The following is a DFT calculation (wB97M-V/def2-TZVPD) of C46H65ClCrN2O2Si as an isolated structure.

Its gap between HOMO and LUMO (spin up / spin down) is 4.8 / 4.8 eV. Its LUMO energy (spin up / spin down) is 3.730 / 3.729 eV. The expectation value of S² is 6.01. For the molar mass, the calculation gives 793.57 g/mol.

Structure (ORCA input):
```
! wB97M-V def2-TZVPD RIJCOSX def2/J DEFGRID3
* xyz -2 5
Cr 16.7617 13.6144 7.4136
C 11.7745 11.4221 8.6514
N 12.9710 11.2699 7.7875
C 12.5381 11.1314 6.4157
C 13.8928 12.3773 7.9169
C 14.7117 12.3112 9.1939
N 15.7878 13.3712 9.3275
C 16.8471 12.9887 10.3058
C 17.3714 11.6165 10.1591
C 17.7062 10.8681 11.2782
C 18.1658 9.5584 11.2221
C 18.1735 9.0517 9.9428
C 17.7893 9.7015 8.8212
C 17.4653 11.0772 8.8905
O 17.2629 11.6776 7.7386
C 17.6137 8.9085 7.5227
C 16.1670 9.1167 6.9692
C 18.5813 9.3629 6.4484
C 17.7338 7.3822 7.8168
C 18.6406 8.7138 12.4107
C 20.1468 9.0120 12.5894
C 18.3789 7.2290 12.2112
C 17.8193 9.0968 13.7367
C 15.1852 14.6308 9.7907
C 16.1172 15.8131 9.7745
C 16.6347 16.4813 10.8943
C 17.4101 17.6662 10.8053
C 17.5087 18.2471 9.5318
C 16.9775 17.6412 8.3841
C 16.4236 16.3310 8.5156
O 16.1762 15.5898 7.4436
C 16.9084 18.2868 7.0381
C 17.5159 19.6698 7.1260
C 17.6550 17.5631 5.8895
C 15.4154 18.4435 6.6173
C 18.2104 18.1847 11.9752
C 19.6731 17.6354 11.8225
C 17.5812 17.7578 13.3869
C 18.1534 19.7073 12.0066
H 11.0607 12.1935 8.2106
H 12.0086 11.9142 9.5866
H 11.2648 10.4661 8.8490
H 12.4813 12.0715 5.8888
H 11.5315 10.6351 6.4676
H 13.2273 10.5025 5.8369
H 13.3871 13.3032 7.6365
H 14.6796 12.2094 7.1062
H 15.0380 11.2975 9.2467
H 14.0911 12.3530 10.1218
H 16.4476 13.0877 11.3022
H 17.5262 13.8072 10.2670
H 17.6055 11.3304 12.2261
H 18.5624 8.0693 9.7619
H 16.0907 10.0269 6.3867
H 15.3932 9.1787 7.7483
H 15.8665 8.3685 6.2325
H 18.3423 10.4007 6.2886
H 18.5220 8.6770 5.5854
H 19.5825 9.3907 6.8911
H 17.0596 6.9883 8.5632
H 18.8501 7.0576 7.9238
H 17.4385 6.9019 6.8757
H 20.7190 8.8228 11.7134
H 20.5862 8.4359 13.4015
H 20.3320 10.1037 12.7987
H 18.8752 6.7593 11.3432
H 17.2996 7.1361 12.0932
H 18.6521 6.6870 13.1025
H 18.1021 10.0347 14.2450
H 18.0218 8.2967 14.4488
H 16.7539 9.0690 13.4194
H 14.7048 14.4140 10.7735
H 14.4268 14.9091 9.0520
H 16.5708 15.8942 11.7808
H 17.9506 19.2605 9.5746
H 18.5739 19.7232 7.4459
H 16.9450 20.3337 7.6979
H 17.4805 20.1667 6.1107
H 18.6791 17.4140 6.1818
H 17.6167 18.1524 4.9771
H 17.2094 16.5702 5.7372
H 15.0188 19.1164 7.3557
H 14.8025 17.5739 6.6837
H 15.2495 18.8552 5.6411
H 19.7484 16.5114 11.8916
H 20.3471 18.0324 12.5890
H 20.1236 18.0092 10.9576
H 17.6031 16.6243 13.5043
H 16.5470 18.1438 13.4416
H 18.0851 18.2917 14.1987
H 18.5321 20.1661 11.1039
H 18.7610 20.0578 12.8696
H 17.1473 19.9836 12.2572
C 7.3029 12.3121 7.3767
C 7.3155 13.0708 8.5084
C 8.2441 14.0981 8.7390
C 9.2235 14.4482 7.8239
C 9.2154 13.6783 6.6620
C 8.2397 12.6559 6.3992
Si 10.6273 15.7171 8.3837
C 10.0149 17.4193 7.7635
C 8.7184 17.6651 7.5753
C 8.3027 18.9400 7.3452
C 9.1997 20.0005 7.1686
C 10.5579 19.7630 7.2771
C 10.9197 18.4610 7.6586
H 6.6380 11.5578 7.1836
H 6.6519 12.8167 9.3285
H 8.2138 14.5333 9.7178
H 9.9485 13.9203 5.9212
H 8.2991 12.1308 5.4592
H 10.0861 15.8368 9.7815
H 7.9849 16.8564 7.6617
H 7.2444 19.2011 7.2288
H 8.6228 21.0672 7.0682
H 11.2584 20.5215 7.1253
H 11.9330 18.1527 7.8970
Cl 17.6981 14.0324 5.3636
*
```